Below is an isolated molecule of C3H7NO2, with properties calculated with the ωB97M-V functional and the def2-TZVPD basis.

```
13
Properties=species:S:1:pos:R:3:forces:R:3:nbo_charge:R:1
N 1.7083 -0.7868 -0.4382 0.12 0.06 0.20 -0.8421
C 0.8695 -1.1033 0.6120 0.10 0.19 0.13 0.6804
O 1.1899 -1.9144 1.4612 -0.34 0.23 -0.37 -0.6014
C -0.4411 -0.3416 0.6366 0.15 1.00 0.32 -0.5980
C -1.0641 0.1102 -0.6689 -0.04 1.08 -0.35 -0.0789
O -0.7455 1.5793 -0.6408 -0.80 -0.18 -1.44 -0.7649
H 1.6429 0.1454 -0.8243 -0.07 -0.14 -0.03 0.3890
H 2.6526 -1.1234 -0.3048 -0.10 0.02 -0.07 0.3981
H -0.2633 0.7937 0.7649 0.75 -2.07 2.05 0.3003
H -1.1120 -0.7900 1.3789 0.19 0.22 -0.29 0.2409
H -0.5703 -0.2660 -1.5684 -0.20 0.03 0.16 0.2030
H -2.1439 -0.0494 -0.7250 0.20 0.04 -0.04 0.1944
H -1.4783 2.1140 -0.2972 0.05 -0.49 -0.25 0.4793
```
Forces are in eV/Å.

Relative energy (zero: lowest compared OMol25 entry of this formula, charge and spin) = 38.80 kcal/mol
Total energy = -323.71913 Ha
Structure (SMILES) = NC(=O)CCO
Frontier orbital gap = 0.38269 Eh